(1)
Molecular formula: C28H21BrHoIN5O6S
Method: DFT, ωB97M-V/def2-TZVPD

```
64
Properties=species:S:1:pos:R:3:lowdin_charge:R:1
Ho -2.489 0.364 0.022 1.468
O -4.168 1.211 -1.138 -0.235
C -4.356 1.909 -2.210 -0.369
C -5.611 2.514 -2.452 -0.007
C -5.768 3.493 -3.477 -0.077
C -4.662 3.855 -4.240 -0.133
C -3.526 3.119 -4.175 -0.066
C -3.342 2.107 -3.219 -0.164
C -2.144 1.382 -3.291 -0.076
N -1.635 0.696 -2.289 -0.080
N -0.421 0.118 -2.581 0.062
C -0.082 -0.600 -1.581 -0.446
O -0.778 -0.786 -0.490 -0.252
C 1.314 -1.252 -1.552 -0.110
C 2.252 -0.984 -2.550 -0.058
C 3.440 -1.646 -2.611 -0.104
C 3.753 -2.566 -1.613 -0.106
C 2.877 -2.850 -0.584 -0.083
C 1.623 -2.247 -0.610 -0.020
H -6.483 2.294 -1.788 0.120
H -6.635 4.121 -3.504 0.089
H -4.742 4.678 -4.908 0.085
H -2.688 3.332 -4.846 0.115
H -1.620 1.205 -4.249 0.136
H 1.937 -0.355 -3.398 0.115
H 4.153 -1.515 -3.485 0.122
H 4.748 -3.032 -1.640 0.101
H 3.074 -3.706 0.013 0.080
H 0.844 -2.533 0.086 0.091
O 0.204 7.043 1.818 -0.020
C 0.534 5.987 2.352 -0.756
O 1.141 5.715 3.369 -0.006
C 0.026 4.695 1.665 -0.067
C -0.056 4.432 0.297 0.006
C -0.531 3.212 -0.183 -0.088
N -1.052 2.245 0.625 0.001
C -1.147 2.546 1.943 -0.190
C -0.594 3.701 2.462 0.070
C -1.637 1.408 2.753 -0.611
O -1.270 1.239 3.883 0.087
O -2.447 0.561 2.180 -0.248
H 0.324 5.228 -0.322 0.113
H -0.514 3.097 -1.225 0.084
H -0.672 3.946 3.513 0.130
N -2.184 -2.196 2.904 0.127
C -2.363 -2.702 1.662 -0.847
N -1.609 -3.716 1.162 0.110
S -3.711 -2.111 0.716 0.553
H -1.295 -2.478 3.338 0.120
H -2.499 -1.258 3.088 0.067
H -0.779 -4.058 1.592 0.073
H -1.734 -3.870 0.164 0.101
Br 1.880 -4.605 3.705 0.693
C 3.512 -4.004 2.937 -0.749
C 4.190 -5.043 2.316 -0.181
C 5.393 -4.834 1.720 -0.096
C 5.898 -3.561 1.774 -0.107
C 5.227 -2.510 2.345 -0.132
C 3.979 -2.703 2.971 -0.770
I 2.881 -1.228 3.920 0.924
H 3.660 -5.980 2.327 0.080
H 5.858 -5.603 1.140 0.106
H 6.863 -3.384 1.242 0.124
H 5.657 -1.535 2.207 0.103
```

Calculated values
* ΔE to the lowest compared entry with this formula, charge and spin: 0.0 kcal per mole
* expectation value of S²: 6.00
* energy: -6023.08680 Eh
* Kohn-Sham gap: 7.03 eV
* 2S+1: 5
* molecular weight: 927.3 g/mol
* net charge: -1

***

(2)
Molecular formula: C28H21Cl2N4O5Os
Method: DFT, ωB97M-V/def2-TZVPD

```
61
Properties=species:S:1:pos:R:3:lowdin_charge:R:1
Os -1.166 -0.564 -0.263 1.683
Cl 2.677 -6.347 1.893 0.701
C 1.553 -5.066 1.609 -0.662
C 0.647 -4.705 2.623 -0.056
C -0.245 -3.684 2.434 0.017
C -0.269 -2.948 1.232 -0.326
O -1.109 -1.949 1.165 -0.233
C 0.633 -3.330 0.199 -0.128
C 0.764 -2.659 -1.038 -0.027
N 0.139 -1.575 -1.410 -0.080
C 0.391 -0.942 -2.669 -0.173
C 1.359 -1.287 -3.572 0.018
C 1.510 -0.565 -4.774 -0.037
C 0.716 0.509 -5.053 -0.002
C -0.271 0.913 -4.124 -0.131
C -1.092 2.048 -4.305 0.038
C -1.998 2.400 -3.345 -0.008
C -2.112 1.608 -2.196 -0.082
N -1.379 0.528 -2.009 -0.088
C -0.437 0.174 -2.943 -0.157
C 1.533 -4.406 0.419 -0.047
H 0.662 -5.249 3.558 0.118
H -0.949 -3.404 3.205 0.129
H 1.463 -3.103 -1.741 0.131
H 2.039 -2.106 -3.382 0.114
H 2.276 -0.871 -5.472 0.119
H 0.837 1.068 -5.971 0.126
H -0.982 2.639 -5.206 0.133
H -2.622 3.275 -3.447 0.121
H -2.811 1.855 -1.409 0.120
H 2.222 -4.690 -0.366 0.121
C -0.209 0.926 2.633 -0.471
N -1.265 1.325 2.084 0.124
C -2.549 1.343 2.448 0.020
C -3.462 0.736 1.638 -0.283
C -4.885 0.742 1.735 0.004
C -5.360 0.037 0.666 -0.040
C -4.215 -0.386 -0.064 -0.127
N -3.088 0.015 0.501 -0.105
C 1.082 2.141 0.542 -0.539
C 3.131 0.708 1.307 -0.119
C 4.140 1.613 1.350 -0.112
C 3.989 2.994 1.597 -0.114
C 2.889 3.753 1.276 -0.107
C 1.638 3.414 0.755 -0.053
H 0.611 -0.109 4.009 0.139
H 0.658 3.102 4.161 0.141
H -2.853 1.884 3.339 0.157
H -5.452 1.230 2.512 0.123
H -6.384 -0.165 0.404 0.109
H -4.203 -0.970 -0.974 0.117
H 3.160 -0.224 0.777 0.079
H 5.115 1.257 1.036 0.120
H 4.863 3.549 1.918 0.104
H 3.063 4.823 1.340 0.112
H 1.042 4.206 0.321 0.116
O 1.930 1.887 2.974 -0.465
Cl 1.413 0.984 1.809 1.025
O 0.544 1.765 -0.503 -0.028
O -0.272 0.157 3.705 0.130
O 0.948 -0.303 1.062 -0.513
```

Calculated values
* ΔE to the lowest compared entry with this formula, charge and spin: 140.2 kcal per mole
* expectation value of S²: 6.02
* energy: -2685.07478 Eh
* Kohn-Sham gap (spin up / spin down): 5.54 / 4.83 eV
* 2S+1: 5
* molecular weight: 754.6 g/mol
* net charge: +1

***

(3)
Molecular formula: C28H21Cl2N6O2Ti
Method: DFT, ωB97M-V/def2-TZVPD

```
60
Properties=species:S:1:pos:R:3:lowdin_charge:R:1
Ti 0.360 -0.252 -0.512 1.144
Cl -1.304 -1.769 -7.008 0.704
C -1.295 -1.722 -5.285 -0.673
C -0.414 -0.851 -4.656 -0.025
C -0.397 -0.788 -3.273 -0.184
N 0.353 0.093 -2.443 -0.015
C 1.146 1.092 -2.972 -0.440
O 1.528 1.196 -4.114 0.117
C 1.498 2.128 -1.949 -0.188
C 2.063 3.316 -2.353 0.032
C 2.250 4.312 -1.409 -0.008
C 1.848 4.066 -0.107 -0.013
C 1.308 2.835 0.216 -0.080
N 1.147 1.857 -0.682 0.040
C -1.190 -1.659 -2.527 -0.193
C -2.094 -2.498 -3.150 -0.023
C -2.148 -2.523 -4.536 -0.674
Cl -3.279 -3.581 -5.291 0.706
N -0.883 -1.601 -1.148 -0.019
C -1.547 -2.346 -0.190 -0.423
O -2.596 -2.925 -0.302 0.137
C -0.718 -2.459 1.064 -0.172
C -1.152 -3.206 2.134 0.046
C -0.272 -3.414 3.186 0.003
C 1.006 -2.877 3.109 -0.019
C 1.338 -2.105 2.016 -0.121
N 0.491 -1.881 1.007 0.022
H 0.224 -0.218 -5.249 0.104
H 2.317 3.437 -3.397 0.133
H 2.678 5.266 -1.686 0.124
H 1.943 4.817 0.664 0.121
H 0.995 2.638 1.227 0.101
H -2.741 -3.140 -2.576 0.108
H -2.148 -3.626 2.101 0.136
H -0.569 -4.002 4.045 0.126
H 1.734 -3.038 3.892 0.121
H 2.315 -1.642 1.950 0.106
N 3.591 0.148 -0.141 -0.005
N 2.684 -0.811 -0.740 -0.067
H 4.500 0.085 -0.591 0.093
H 3.726 -0.118 0.827 0.068
H 3.029 -1.758 -0.601 0.107
H 2.721 -0.655 -1.745 0.093
C -0.343 1.338 4.702 -0.063
C 0.712 0.970 3.837 -0.063
C 0.466 0.765 2.511 -0.117
C -0.832 0.911 1.950 -0.190
C -1.113 0.672 0.563 -0.183
C -2.383 0.911 0.101 -0.072
C -3.407 1.374 0.954 -0.049
C -3.163 1.551 2.284 -0.011
C -1.872 1.320 2.822 -0.154
C -1.600 1.514 4.201 -0.015
H -0.146 1.495 5.755 0.110
H 1.716 0.867 4.232 0.112
H 1.311 0.534 1.866 0.077
H -2.629 0.713 -0.937 0.111
H -4.395 1.556 0.552 0.114
H -3.956 1.872 2.951 0.121
H -2.412 1.816 4.852 0.121
```

Calculated values
* energy: -3328.37074 Eh
* Kohn-Sham gap: 6.69 eV
* 2S+1: 1
* molecular weight: 592.3 g/mol
* net charge: +1

***

(4)
Molecular formula: C28H21Cl3FN4O11S3Ti
Method: DFT, ωB97M-V/def2-TZVPD

```
72
Properties=species:S:1:pos:R:3:lowdin_charge:R:1
Ti 0.916 -1.840 0.093 1.216
O -2.575 -1.565 -0.949 -0.239
S -1.439 -0.926 -1.535 0.576
O -1.632 0.235 -2.349 -0.268
O -0.416 -0.544 -0.424 -0.418
C -0.587 -2.142 -2.575 -0.143
C -0.943 -2.068 -3.887 -0.065
C -0.337 -2.866 -4.874 -0.033
C 0.739 -3.711 -4.530 -0.062
C 1.178 -3.796 -3.251 0.025
C 0.546 -3.050 -2.127 -0.378
S 1.818 -4.531 0.028 0.596
O 2.892 -4.697 -0.907 -0.268
O 1.445 -5.622 0.871 -0.248
O 2.026 -3.257 0.870 -0.399
H -1.699 -1.352 -4.182 0.127
H -0.675 -2.796 -5.898 0.115
H 1.236 -4.285 -5.302 0.115
H 2.027 -4.408 -2.979 0.116
F -3.712 -3.978 -4.560 0.091
C -3.457 -4.179 -3.261 -0.188
C -2.274 -4.640 -2.858 0.029
N -1.979 -4.842 -1.526 0.031
C -0.636 -5.213 -1.122 -0.052
C 0.228 -3.978 -0.889 -0.429
O 1.531 -2.099 -1.552 -0.165
O -0.394 -3.124 0.032 -0.194
C -2.933 -4.647 -0.534 -0.468
O -2.735 -4.878 0.634 0.111
N -4.147 -4.183 -1.005 0.220
C -4.516 -3.864 -2.307 -0.402
O -5.603 -3.415 -2.580 0.111
H -1.487 -4.869 -3.564 0.138
H -0.190 -5.860 -1.879 0.151
H -0.695 -5.760 -0.185 0.131
H -4.829 -3.982 -0.286 0.174
Cl 0.089 5.266 6.516 0.699
C 0.677 4.916 4.927 -0.659
C 0.975 3.612 4.576 -0.102
C 1.414 3.351 3.290 -0.033
C 1.565 4.359 2.339 -0.186
C 1.951 4.066 0.908 -0.279
C 3.165 3.153 0.705 -0.033
N 2.964 1.736 1.005 -0.040
C 3.624 0.992 1.962 -0.035
C 3.109 -0.262 1.899 -0.073
N 2.143 -0.286 0.915 -0.024
C 2.091 0.932 0.393 -0.113
O 0.874 3.639 0.069 -0.089
C -0.285 3.034 0.647 -0.153
C -1.234 4.030 1.242 -0.318
C -1.992 3.806 2.350 -0.964
Cl -2.040 2.363 3.283 0.687
S -2.979 5.146 2.768 1.003
C -2.397 6.030 1.422 -0.400
C -1.489 5.324 0.701 -0.143
C 1.289 5.665 2.749 -0.569
Cl 1.509 7.014 1.674 0.745
C 0.842 5.954 4.027 -0.121
H 0.840 2.812 5.290 0.113
H 1.607 2.322 3.020 0.109
H 2.283 5.005 0.465 0.107
H 3.992 3.504 1.320 0.142
H 3.465 3.232 -0.339 0.143
H 4.383 1.424 2.590 0.132
H 3.356 -1.142 2.466 0.122
H 1.441 1.245 -0.407 0.149
H -0.033 2.280 1.396 0.091
H -0.760 2.507 -0.183 0.142
H -2.758 7.029 1.233 0.070
H -0.994 5.702 -0.181 0.118
H 0.623 6.972 4.313 0.110
```

Calculated values
* ΔE to the lowest compared entry with this formula, charge and spin: 93.0 kcal per mole
* expectation value of S²: 0.79
* energy: -5650.85877 Eh
* Kohn-Sham gap (spin up / spin down): 7.40 / 6.82 eV
* 2S+1: 2
* molecular weight: 858.9 g/mol